Formula: C4H10N2O
Source: the Open Molecules 2025 dataset
Level of theory: the ωB97M-V functional and the def2-TZVPD basis

Each line ends with the natural charge from an NBO analysis.
CARTESIAN COORDINATES (ANGSTROEM)
C (-1.67, 1.29, -1.18)  -0.27
O (-1.20, -0.06, -1.29)  -0.53
H (-0.62, -0.43, 1.03)  0.19
H (-1.57, 1.81, -2.14)  0.19
H (-1.12, 1.81, -0.39)  0.17
H (-2.73, 1.26, -0.92)  0.21
C (0.35, -0.71, 1.51)  0.01
N (1.17, 0.36, 1.78)  -0.81
C (0.13, -0.29, -1.63)  0.41
C (0.62, -1.99, 1.77)  -0.54
N (1.01, 0.61, -1.84)  -0.71
H (2.14, 0.10, 1.92)  0.37
H (1.09, 1.11, 1.09)  0.37
H (0.65, 1.55, -1.74)  0.34
H (0.30, -1.37, -1.76)  0.19
H (1.58, -2.30, 2.17)  0.19
H (-0.13, -2.75, 1.63)  0.21

## Properties
E   -9336.3782 eV
Energy above the lowest of the compared OMol25 structures with the same formula, charge and spin   60.2 kcal/mol
Gap between HOMO and LUMO   9.1 eV
Structure (SMILES)   [H]/N=C\OC.C=CN
HOMO   -8.27 eV
Spin multiplicity   1
Total charge   0

=====

Formula: C12H44O10
Source: the Open Molecules 2025 dataset
Level of theory: the ωB97M-V functional and the def2-TZVPD basis

Each line ends with the natural charge from an NBO analysis.
CARTESIAN COORDINATES (ANGSTROEM)
O (-8.07, -15.24, -2.36)  -0.98
H (-8.50, -16.09, -2.18)  0.48
H (-7.82, -14.90, -1.49)  0.50
O (-7.38, -13.01, -0.20)  -0.98
H (-7.51, -12.14, 0.18)  0.50
H (-6.42, -13.16, -0.16)  0.49
O (-6.52, -10.43, -4.28)  -0.97
H (-7.16, -9.71, -4.24)  0.48
H (-7.03, -11.23, -4.05)  0.50
O (-11.38, -10.91, -2.29)  -0.94
H (-12.09, -11.16, -2.88)  0.47
H (-10.61, -11.35, -2.64)  0.48
O (-8.39, -14.72, -5.01)  -0.98
H (-7.92, -15.23, -4.33)  0.50
H (-8.85, -15.38, -5.54)  0.48
O (-8.03, -12.53, -3.07)  -0.99
H (-8.25, -12.85, -2.19)  0.50
H (-7.86, -13.32, -3.59)  0.49
C (-5.27, -14.31, -8.63)  -0.63
C (-5.23, -14.67, -7.14)  0.11
C (-3.85, -15.24, -6.75)  -0.63
O (-5.63, -13.66, -6.23)  -0.73
H (-6.26, -13.97, -8.92)  0.21
H (-4.93, -15.16, -9.23)  0.21
H (-4.54, -13.51, -8.78)  0.21
H (-5.92, -15.52, -7.06)  0.13
H (-3.89, -16.29, -7.04)  0.21
H (-3.68, -15.00, -5.71)  0.23
H (-3.03, -14.76, -7.29)  0.20
H (-6.59, -13.73, -6.18)  0.48
C (-3.10, -11.62, -0.93)  -0.63
C (-3.91, -11.44, -2.19)  0.09
C (-4.35, -12.77, -2.83)  -0.66
O (-5.10, -10.76, -1.81)  -0.78
H (-2.11, -12.06, -1.00)  0.21
H (-3.58, -12.19, -0.12)  0.20
H (-3.05, -10.63, -0.45)  0.22
H (-3.42, -10.78, -2.91)  0.17
H (-5.34, -13.16, -2.58)  0.21
H (-3.72, -13.66, -2.64)  0.20
H (-4.37, -12.63, -3.91)  0.23
H (-5.69, -10.54, -2.56)  0.50
C (-9.15, -11.66, -6.82)  -0.64
C (-9.98, -10.39, -7.06)  0.09
C (-10.92, -10.43, -8.25)  -0.63
O (-10.73, -10.11, -5.89)  -0.75
H (-9.65, -12.59, -7.10)  0.19
H (-8.95, -11.68, -5.74)  0.21
H (-8.14, -11.74, -7.23)  0.22
H (-9.30, -9.54, -7.16)  0.17
H (-11.76, -11.11, -8.05)  0.20
H (-10.52, -10.69, -9.23)  0.21
H (-11.34, -9.43, -8.36)  0.22
H (-11.09, -10.94, -5.51)  0.49
C (-11.90, -14.58, -3.65)  -0.64
C (-11.93, -13.53, -4.75)  0.11
C (-13.31, -12.86, -4.92)  -0.62
O (-11.02, -12.44, -4.63)  -0.76
H (-11.85, -14.07, -2.68)  0.22
H (-11.05, -15.27, -3.69)  0.21
H (-12.81, -15.17, -3.65)  0.22
H (-11.75, -14.03, -5.72)  0.15
H (-13.70, -12.57, -3.94)  0.20
H (-13.98, -13.60, -5.35)  0.21
H (-13.25, -11.97, -5.54)  0.22
H (-10.11, -12.77, -4.55)  0.51

## Properties
E   -33632.5246 eV
Energy above the lowest of the compared OMol25 structures with the same formula, charge and spin   23.8 kcal/mol
Gap between HOMO and LUMO   9.3 eV
Structure (SMILES)   CC(C)O.CC(C)O.CC(C)O.CC(C)O.O.O.O.O.O.O
HOMO   -9.49 eV
Spin multiplicity   1
Total charge   0

=====

Formula: C9H19N
Source: the Open Molecules 2025 dataset
Level of theory: the ωB97M-V functional and the def2-TZVPD basis

Each line ends with the natural charge from an NBO analysis.
CARTESIAN COORDINATES (ANGSTROEM)
C (-0.25, -0.18, -0.63)  -0.21
C (0.36, 0.23, 0.70)  -0.27
C (-1.30, -1.38, -0.35)  -0.03
C (0.77, -0.57, -1.69)  -0.62
C (1.51, -0.67, 1.15)  -0.61
C (-1.85, -1.99, -1.63)  -0.63
C (1.05, 2.29, 2.11)  -0.65
C (0.81, 1.75, 0.73)  0.07
N (-2.35, -0.85, 0.50)  -0.85
C (1.03, 2.51, -0.33)  -0.44
H (-0.85, 0.66, -1.00)  0.20
H (-0.44, 0.15, 1.45)  0.24
H (-0.80, -2.17, 0.22)  0.18
H (-2.87, -0.13, 0.02)  0.36
H (-2.96, -1.56, 0.87)  0.36
H (1.22, -1.54, -1.48)  0.20
H (0.31, -0.60, -2.68)  0.21
H (1.57, 0.17, -1.74)  0.22
H (2.44, -0.41, 0.64)  0.21
H (1.31, -1.71, 0.95)  0.21
H (1.67, -0.57, 2.22)  0.21
H (-2.28, -1.21, -2.27)  0.20
H (-2.64, -2.71, -1.40)  0.21
H (-1.08, -2.52, -2.18)  0.21
H (1.95, 1.87, 2.55)  0.22
H (0.21, 2.05, 2.76)  0.21
H (1.16, 3.37, 2.09)  0.21
H (0.92, 2.18, -1.35)  0.19
H (1.37, 3.53, -0.22)  0.19

## Properties
E   -11130.9288 eV
Energy above the lowest of the compared OMol25 structures with the same formula, charge and spin   1.1 kcal/mol
Gap between HOMO and LUMO   10.1 eV
Structure (SMILES)   C=C(C)[C@H](C)[C@@H](C)[C@H](C)N
HOMO   -9.05 eV
Spin multiplicity   1
Total charge   0

=====

Formula: C8H19N14O3RuSe2
Source: the Open Molecules 2025 dataset
Level of theory: the ωB97M-V functional and the def2-TZVPD basis

Each line ends with the natural charge from an NBO analysis.
CARTESIAN COORDINATES (ANGSTROEM)
Ru (-0.51, -0.11, -0.38)  0.69
N (-0.54, -1.56, 1.31)  -0.60
N (0.32, -1.72, 2.43)  -0.44
C (1.34, -0.82, 2.68)  0.65
N (1.52, -0.53, 3.98)  -0.79
N (2.03, -0.46, 1.64)  -0.47
N (2.91, 0.59, 1.82)  0.63
O (3.09, 1.28, 0.83)  -0.38
O (3.53, 0.75, 2.87)  -0.43
H (-1.43, -1.18, 1.62)  0.42
H (-0.70, -2.49, 0.94)  0.38
H (-0.17, -2.00, 3.27)  0.38
H (0.69, -0.39, 4.53)  0.41
H (2.31, 0.07, 4.18)  0.44
N (0.02, 3.29, -0.58)  -0.59
C (-0.49, 2.65, -1.69)  0.45
N (-0.78, 3.26, -2.83)  -0.35
N (-1.27, 2.28, -3.62)  -0.07
N (-1.26, 1.16, -3.00)  -0.17
N (-0.77, 1.36, -1.76)  -0.37
C (-0.04, 2.73, 0.67)  0.47
N (0.01, 3.40, 1.80)  -0.36
N (-0.14, 2.47, 2.76)  -0.07
N (-0.26, 1.30, 2.24)  -0.18
N (-0.18, 1.42, 0.90)  -0.39
H (0.10, 4.29, -0.63)  0.43
C (-0.61, -3.56, -1.43)  -0.82
Se (-1.27, -1.85, -2.08)  0.58
C (0.01, -1.64, -3.53)  -0.59
C (1.44, -1.59, -3.05)  -0.58
Se (1.78, -0.24, -1.67)  0.52
C (3.24, -1.29, -0.93)  -0.77
H (-0.55, -4.26, -2.26)  0.24
H (-1.33, -3.94, -0.71)  0.23
H (0.37, -3.46, -0.97)  0.22
H (-0.30, -0.71, -4.01)  0.28
H (-0.14, -2.47, -4.22)  0.23
H (2.11, -1.38, -3.87)  0.24
H (1.73, -2.55, -2.61)  0.21
H (3.83, -1.64, -1.77)  0.22
H (2.85, -2.12, -0.35)  0.22
H (3.84, -0.64, -0.31)  0.25
C (-3.17, 1.02, 0.01)  -0.26
O (-2.35, -0.11, 0.15)  -0.67
H (-3.30, 1.30, -1.04)  0.19
H (-2.76, 1.88, 0.55)  0.17
H (-4.15, 0.79, 0.43)  0.18

## Properties
E   -168877.7406 eV
Energy above the lowest of the compared OMol25 structures with the same formula, charge and spin   0.0 kcal/mol
Gap between HOMO and LUMO (alpha / beta)   8.0 / 6.8 eV
⟨S²⟩   0.755
HOMO (alpha / beta)   -8.17 / -8.16 eV
Spin multiplicity   2
Total charge   0

=====

Formula: CH3ClF2
Source: the Open Molecules 2025 dataset
Level of theory: the ωB97M-V functional and the def2-TZVPD basis

Each line ends with the natural charge from an NBO analysis.
CARTESIAN COORDINATES (ANGSTROEM)
C (-1.00, 0.38, -0.08)  0.05
H (-1.63, 0.64, -0.93)  0.18
H (-1.49, 0.61, 0.86)  0.18
H (2.09, -0.67, 0.63)  0.56
F (0.18, 1.05, -0.16)  -0.34
F (2.58, -0.64, -0.18)  -0.56
Cl (-0.73, -1.37, -0.14)  -0.07

## Properties
E   -19042.8709 eV
Energy above the lowest of the compared OMol25 structures with the same formula, charge and spin   0.0 kcal/mol
Gap between HOMO and LUMO   12.3 eV
Structure (SMILES)   FCCl.F
HOMO   -11.43 eV
Spin multiplicity   1
Total charge   0

=====

Formula: C40H69N2O5PPdTe
Source: the Open Molecules 2025 dataset
Level of theory: the ωB97M-V functional and the def2-TZVPD basis

Each line ends with the Löwdin charge.
CARTESIAN COORDINATES (ANGSTROEM)
Pd (-1.37, -1.20, -0.02)  1.10
C (-2.75, -3.67, -0.76)  -0.08
N (-1.76, -2.84, -1.47)  -0.34
C (-2.22, -2.37, -2.79)  -0.06
C (-0.46, -3.54, -1.62)  -0.17
C (0.36, -3.52, -0.34)  -0.17
N (0.52, -2.21, 0.28)  -0.22
C (0.56, -2.40, 1.76)  -0.13
C (0.98, -1.17, 2.47)  -0.19
C (2.19, -1.10, 3.15)  -0.01
C (2.62, 0.09, 3.66)  -0.17
C (1.82, 1.22, 3.55)  0.02
C (0.60, 1.21, 2.91)  -0.08
C (0.17, -0.03, 2.36)  -0.28
O (-1.02, -0.14, 1.74)  -0.24
C (-0.13, 2.52, 2.57)  -0.52
C (0.52, 3.74, 3.24)  -0.07
C (-0.06, 2.67, 1.03)  -0.03
C (-1.58, 2.48, 3.01)  -0.06
C (3.99, 0.19, 4.34)  -0.55
C (3.82, 0.66, 5.78)  -0.05
C (4.93, 1.14, 3.55)  -0.04
C (4.67, -1.19, 4.37)  -0.08
C (1.61, -1.35, -0.20)  -0.08
C (1.66, -0.96, -1.70)  -0.12
C (2.85, -1.16, -2.41)  0.00
C (3.19, -0.43, -3.56)  -0.17
C (2.19, 0.43, -4.00)  0.02
C (0.95, 0.61, -3.38)  -0.06
C (0.66, -0.06, -2.16)  -0.32
O (-0.43, 0.14, -1.44)  -0.18
C (-0.08, 1.63, -3.98)  -0.52
C (0.37, 2.24, -5.31)  -0.08
C (-1.36, 0.87, -4.33)  -0.06
C (-0.35, 2.79, -3.05)  -0.05
C (4.58, -0.54, -4.18)  -0.58
C (4.75, 0.50, -5.29)  -0.06
C (4.79, -1.93, -4.72)  -0.06
C (5.67, -0.33, -3.13)  -0.05
H (-2.85, -4.62, -1.27)  0.09
H (-3.74, -3.19, -0.72)  0.04
H (-2.41, -3.88, 0.23)  0.07
H (-2.22, -3.21, -3.50)  0.10
H (-1.57, -1.56, -3.08)  0.06
H (-3.24, -2.01, -2.67)  0.03
H (0.13, -3.00, -2.37)  0.12
H (-0.59, -4.58, -1.95)  0.13
H (1.34, -3.95, -0.61)  0.14
H (-0.11, -4.18, 0.40)  0.12
H (1.27, -3.23, 2.03)  0.14
H (-0.44, -2.71, 2.05)  0.12
H (2.76, -2.02, 3.12)  0.11
H (2.20, 2.15, 3.94)  0.10
H (1.52, 3.94, 2.85)  0.08
H (0.55, 3.64, 4.34)  0.09
H (-0.04, 4.63, 2.97)  0.08
H (0.97, 2.83, 0.69)  0.09
H (-0.67, 3.50, 0.70)  0.08
H (-0.45, 1.76, 0.52)  0.05
H (-1.69, 2.45, 4.11)  0.09
H (-2.14, 1.62, 2.62)  0.06
H (-2.09, 3.40, 2.71)  0.08
H (3.37, 1.63, 5.83)  0.07
H (4.77, 0.69, 6.34)  0.09
H (3.22, -0.07, 6.33)  0.09
H (4.52, 2.15, 3.56)  0.08
H (4.98, 0.77, 2.51)  0.09
H (5.90, 1.16, 4.03)  0.08
H (4.00, -1.92, 4.82)  0.08
H (5.61, -1.19, 4.89)  0.08
H (4.89, -1.50, 3.35)  0.08
H (2.57, -1.84, 0.06)  0.14
H (1.57, -0.45, 0.37)  0.12
H (3.56, -1.83, -1.94)  0.11
H (2.43, 1.05, -4.88)  0.09
H (0.50, 1.53, -6.11)  0.08
H (1.30, 2.82, -5.21)  0.09
H (-0.43, 2.96, -5.61)  0.09
H (-1.19, 0.13, -5.11)  0.09
H (-2.11, 1.61, -4.64)  0.09
H (-1.82, 0.36, -3.51)  0.03
H (0.57, 3.40, -2.92)  0.10
H (-0.78, 2.54, -2.10)  0.05
H (-1.08, 3.47, -3.50)  0.08
H (3.98, 0.38, -6.03)  0.07
H (5.71, 0.31, -5.75)  0.08
H (4.66, 1.56, -4.93)  0.11
H (4.04, -2.18, -5.51)  0.10
H (4.70, -2.65, -3.92)  0.08
H (5.75, -2.06, -5.16)  0.07
H (5.62, 0.70, -2.76)  0.09
H (6.63, -0.41, -3.64)  0.08
H (5.63, -1.06, -2.30)  0.09
Te (-6.44, -1.68, -2.11)  0.16
C (-7.54, 1.51, 1.10)  -0.07
C (-6.94, 0.54, 2.10)  -0.32
O (-5.55, 0.42, 1.91)  -0.31
P (-4.89, -0.79, 1.03)  0.75
O (-3.69, -1.25, 2.03)  -0.35
C (-3.99, -1.82, 3.31)  -0.29
C (-3.34, -1.01, 4.42)  -0.07
O (-4.01, -0.03, -0.06)  -0.40
C (-3.49, 1.32, -0.06)  -0.26
C (-3.71, 1.93, -1.43)  -0.05
H (-8.57, 1.67, 1.35)  0.07
H (-7.49, 1.13, 0.06)  0.07
H (-7.02, 2.45, 1.12)  0.07
H (-7.40, -0.46, 1.96)  0.11
H (-7.09, 0.86, 3.13)  0.12
H (-3.57, -2.82, 3.34)  0.11
H (-5.07, -1.92, 3.46)  0.11
H (-2.25, -0.99, 4.33)  0.07
H (-3.60, -1.39, 5.40)  0.07
H (-3.64, 0.06, 4.41)  0.09
H (-2.42, 1.31, 0.20)  0.08
H (-4.04, 1.84, 0.71)  0.11
H (-3.29, 1.32, -2.22)  0.06
H (-3.19, 2.89, -1.47)  0.09
H (-4.77, 2.12, -1.61)  0.08

## Properties
E   -75878.6786 eV
Energy above the lowest of the compared OMol25 structures with the same formula, charge and spin   0.9 kcal/mol
Gap between HOMO and LUMO (alpha / beta)   7.4 / 5.1 eV
⟨S²⟩   6.011
HOMO (alpha / beta)   -6.98 / -7.15 eV
Spin multiplicity   5
Total charge   0

=====

Formula: C9H8N2O3S
Source: the Open Molecules 2025 dataset
Level of theory: the ωB97M-V functional and the def2-TZVPD basis

Each line ends with the natural charge from an NBO analysis.
CARTESIAN COORDINATES (ANGSTROEM)
C (2.07, 2.34, -1.88)  -0.17
C (2.18, 2.39, -0.46)  -0.22
C (1.29, 1.44, -2.58)  -0.23
C (1.46, 1.43, 0.30)  -0.17
C (0.50, 0.63, -1.79)  -0.15
C (0.57, 0.60, -0.35)  -0.14
C (-0.03, -0.52, 0.31)  0.35
C (0.61, -1.01, 1.56)  -0.56
C (-1.65, -2.04, 0.66)  0.41
N (-1.09, -1.10, -0.10)  -0.50
N (-2.99, -1.04, 1.51)  0.48
O (-2.72, -0.14, 2.27)  -0.37
O (-4.03, -1.54, 1.22)  -0.40
O (-2.39, -3.00, 0.09)  -0.69
S (-0.65, -2.29, 2.16)  0.17
H (2.70, 3.05, -2.46)  0.22
H (2.84, 3.14, -0.08)  0.22
H (1.43, 1.33, -3.69)  0.24
H (1.48, 1.45, 1.40)  0.22
H (-0.38, -0.10, -2.04)  0.25
H (1.33, -1.85, 1.29)  0.27
H (0.84, -0.36, 2.31)  0.24
H (-3.36, -2.82, 0.34)  0.52

## Properties
E   -29415.8923 eV
Energy above the lowest of the compared OMol25 structures with the same formula, charge and spin   88.3 kcal/mol
Gap between HOMO and LUMO   8.4 eV
HOMO   -8.91 eV
Spin multiplicity   1
Total charge   0

=====

Formula: C2H7NO3
Source: the Open Molecules 2025 dataset
Level of theory: the ωB97M-V functional and the def2-TZVPD basis

Each line ends with the natural charge from an NBO analysis.
CARTESIAN COORDINATES (ANGSTROEM)
N (0.87, 0.12, -0.65)  -0.87
C (1.70, 0.25, 0.58)  0.09
O (2.72, -0.67, 0.84)  -0.70
H (0.37, 1.00, -0.73)  0.40
H (1.62, 0.13, -1.35)  0.37
H (2.24, 1.19, 0.46)  0.15
H (1.04, 0.34, 1.45)  0.15
H (2.31, -1.44, 1.24)  0.47
O (-1.95, 1.22, -0.36)  -0.62
C (-2.37, 0.10, -0.24)  0.65
O (-1.59, -0.98, -0.30)  -0.71
H (-3.36, -0.25, 0.06)  0.11
H (-0.67, -0.62, -0.49)  0.50

## Properties
E   -9819.9212 eV
Energy above the lowest of the compared OMol25 structures with the same formula, charge and spin   24.0 kcal/mol
Gap between HOMO and LUMO   11.2 eV
Structure (SMILES)   O=CO.NCO
HOMO   -10.46 eV
Spin multiplicity   1
Total charge   0

=====

- Look up the spin multiplicity of the sixth one.
  5

=====

- Look up the E of the fifth one.
  -19042.8709 eV